Molecular formula: C21H47O2P3Tl
Method: DFT, the ωB97M-V functional and the def2-TZVPD basis

Computed properties:
M = 628.91 g mol⁻¹
HOMO energy (spin up / spin down) = -16.798 / -15.670 eV
net charge = +3
Kohn-Sham gap (spin up / spin down) = 7.831 / 5.371 eV

Geometry (Å):
Tl -1.730 -0.222 -0.762
P 2.964 0.757 1.229
P -0.198 2.813 -0.742
P 3.156 -0.341 -0.689
H -0.867 -4.330 1.061
C 0.226 -4.464 1.085
C 0.990 -3.916 2.045
H 0.555 -3.263 2.808
C 1.350 0.566 2.001
C 3.301 2.498 0.924
C 4.260 0.106 2.308
C -2.456 1.847 -2.179
C -1.583 3.845 -0.097
C 0.214 3.495 -2.407
C 2.992 -2.083 -0.249
C 4.799 -0.009 -1.367
C 1.977 0.097 -1.962
H 0.646 -5.183 0.361
H 2.069 -4.110 2.117
H 1.023 -0.485 2.020
H 0.585 1.159 1.476
H 1.418 0.926 3.038
H 2.362 3.035 0.734
H 3.974 2.626 0.065
H 3.785 2.909 1.819
H 4.084 -0.952 2.545
H 4.241 0.688 3.239
H 5.252 0.212 1.846
H -2.679 2.920 -2.282
H -3.402 1.320 -1.829
H -2.115 1.422 -3.140
H -2.360 4.350 -0.682
H -1.011 4.618 0.407
H -2.154 3.342 0.701
H -0.406 4.177 -2.993
H 0.595 2.785 -3.158
H 1.103 4.067 -2.140
H 2.967 -2.660 -1.185
H 2.073 -2.288 0.317
H 3.856 -2.407 0.348
H 4.836 -0.487 -2.358
H 5.587 -0.425 -0.732
H 4.957 1.073 -1.492
H 2.505 0.137 -2.926
H 1.531 1.082 -1.766
H 1.186 -0.661 -2.023
C -2.742 -1.605 -2.822
C -3.334 -0.788 -3.865
C -3.164 -1.224 -5.173
C -2.386 -2.318 -5.497
C -1.552 -2.838 -4.494
C -1.574 -2.323 -3.209
O -3.125 -1.904 -1.564
H -1.575 1.922 -1.404
H -3.825 0.202 -3.716
H -3.732 -0.692 -5.951
H -2.442 -2.807 -6.443
H -0.858 -3.673 -4.683
H -0.867 -2.633 -2.405
C -1.347 -1.329 4.567
C -2.087 -1.204 3.246
O -1.844 0.040 2.555
C -2.202 1.211 3.314
C -3.690 1.350 3.573
H -0.262 -1.290 4.424
H -1.594 -2.290 5.025
H -1.635 -0.547 5.280
H -1.755 -1.985 2.544
H -3.171 -1.304 3.417
H -1.659 1.194 4.275
H -1.829 2.056 2.719
H -4.028 0.647 4.344
H -3.896 2.359 3.940
H -4.284 1.189 2.666